Entry 1:
15
Properties=species:S:1:pos:R:3:forces:R:3:mulliken_charge:R:1 method="wB97M-V/def2-TZVPD" e_tot_ev=-7829.8307 relative_energy_kcal_mol=57.4 homo_ev=-9.5 lumo_ev=1.0
C 1.702 0.208 0.251 0.064 0.010 0.049 -1.013
C 0.588 -0.125 -0.756 -0.008 -0.027 -0.103 -0.413
C -0.762 -0.041 -0.086 -0.109 0.159 0.081 0.745
C -1.486 -1.304 0.298 -0.009 -0.024 0.071 -1.086
N -1.330 1.064 0.216 0.141 -0.555 -0.122 -0.603
O -0.617 2.147 -0.361 0.194 0.199 -0.090 -0.384
H 1.626 1.246 0.589 0.001 -0.202 -0.076 0.257
H 1.651 -0.435 1.137 0.001 0.049 -0.154 0.310
H 2.689 0.079 -0.204 -0.146 -0.012 0.046 0.324
H 0.628 0.584 -1.586 0.006 -0.134 0.081 0.297
H 0.739 -1.132 -1.155 -0.057 0.094 0.056 0.318
H -2.070 -1.163 1.210 0.057 0.024 -0.141 0.365
H -2.181 -1.588 -0.502 0.153 0.034 0.083 0.252
H -0.785 -2.133 0.436 -0.074 0.138 0.032 0.324
H -0.252 2.626 0.386 -0.214 0.247 0.187 0.308

***

Entry 2:
14
Properties=species:S:1:pos:R:3:forces:R:3:mulliken_charge:R:1 method="wB97M-V/def2-TZVPD" e_tot_ev=-17159.3349 relative_energy_kcal_mol=25.7 homo_ev=-8.9 lumo_ev=0.8 smiles="C=C(CO)SC"
C 0.123 -1.725 -1.180 0.853 0.883 0.294 -0.831
C 0.109 -0.503 -0.649 -0.106 -0.437 0.589 0.395
C 1.353 0.154 -0.049 0.158 0.020 -0.283 -0.438
O 1.633 1.396 -0.714 -1.549 -0.006 0.089 -0.480
S -1.417 0.422 -0.578 -0.018 0.154 0.037 -0.125
C -1.575 0.722 1.215 0.740 -1.033 -0.313 -0.813
H -0.652 -2.237 -1.697 -0.853 -0.054 0.026 0.299
H 1.063 -2.231 -1.144 0.593 -0.375 -0.220 0.226
H 1.223 0.358 1.024 -0.080 -0.203 -0.122 0.210
H 2.246 -0.504 -0.156 -0.681 0.439 -0.072 0.316
H 0.728 1.806 -0.833 1.397 -0.386 0.039 0.327
H -2.512 1.178 1.405 -0.916 0.565 -0.065 0.340
H -0.787 1.357 1.550 0.470 0.610 0.258 0.267
H -1.535 -0.192 1.807 -0.008 -0.177 -0.258 0.307

***

Entry 3:
37
Properties=species:S:1:pos:R:3:forces:R:3:mulliken_charge:R:1 method="wB97M-V/def2-TZVPD" e_tot_ev=-79403.7848 relative_energy_kcal_mol=5.9 charge=+3 homo_ev="-18.0 / -18.0" lumo_ev="-13.0 / -13.0"
V 0.811 -0.775 0.664 -0.296 0.230 -0.521 -0.169
N -1.452 1.019 3.810 0.062 0.019 -0.020 -0.334
C -0.537 0.770 2.890 -0.129 -0.025 0.150 0.650
S 0.020 -0.940 2.722 -0.012 -0.055 -0.064 -0.130
N -0.016 1.678 2.129 0.243 -0.085 -0.226 -1.193
N 0.959 1.131 1.338 -0.232 -0.028 0.213 1.072
C 2.011 1.804 1.041 0.044 -0.009 -0.036 -0.263
C 3.087 1.038 0.442 -0.010 -0.006 0.019 0.807
C 4.294 1.572 0.061 -0.007 -0.011 -0.001 -0.802
C 5.289 0.707 -0.411 0.005 0.013 -0.001 -0.242
C 5.026 -0.645 -0.468 -0.008 -0.018 0.003 -0.868
C 3.776 -1.117 -0.076 -0.014 0.037 -0.015 0.284
N 2.822 -0.300 0.380 0.013 -0.022 -0.038 0.187
H -1.816 0.296 4.412 -0.018 -0.001 -0.004 0.232
H -1.713 1.977 4.007 -0.013 -0.002 -0.001 0.280
H 2.091 2.851 1.317 -0.003 0.001 -0.002 0.496
H 4.465 2.638 0.136 -0.001 0.001 0.000 0.469
H 6.249 1.099 -0.720 -0.001 0.000 0.003 0.483
H 5.770 -1.351 -0.813 -0.003 0.000 -0.002 0.432
H 3.547 -2.171 -0.130 0.008 -0.004 -0.011 0.240
O 0.772 -0.599 -1.180 -0.174 -0.045 0.167 -0.200
N -0.317 -0.428 -1.890 0.222 -0.020 0.187 -0.481
N -1.306 -0.379 -1.092 0.059 -0.182 -0.173 1.094
O -1.035 -0.504 0.191 0.217 -0.015 0.216 -0.249
C -2.642 -0.281 -1.534 -0.011 0.176 0.128 0.864
C -2.896 -0.319 -2.910 -0.047 -0.014 -0.134 -0.335
C -4.205 -0.203 -3.324 0.131 -0.013 -0.044 -0.688
C -5.225 -0.048 -2.386 -0.105 0.004 -0.100 -0.426
C -4.951 -0.008 -1.022 0.105 -0.003 0.168 -0.643
C -3.651 -0.121 -0.578 -0.074 -0.005 0.060 -0.315
H -2.094 -0.442 -3.625 -0.013 0.001 -0.018 0.490
H -4.440 -0.232 -4.379 0.017 -0.003 -0.008 0.430
H -6.248 0.043 -2.724 -0.005 -0.001 -0.011 0.436
H -5.758 0.115 -0.314 0.013 0.000 0.023 0.413
H -3.416 -0.085 0.476 -0.019 0.004 0.003 0.398
I 0.918 -3.482 0.596 0.078 0.067 0.134 0.306
I 1.810 -4.309 2.966 -0.022 0.012 -0.044 0.276